{"formula": "C5H11NO2", "method": "wB97M-V/def2-TZVPD", "symbols": ["N", "C", "C", "O", "C", "C", "C", "O", "H", "H", "H", "H", "H", "H", "H", "H", "H", "H", "H"], "coordinates": [[-0.44, 0.15, 1.83], [-1.02, 0.78, 0.65], [-2.54, 0.86, 0.76], [-3.12, 0.90, 1.80], [-0.60, 0.01, -0.58], [0.88, 0.17, -0.91], [1.70, -1.11, -0.74], [2.88, -1.00, -1.57], [-0.80, 0.55, 2.66], [-0.56, -0.85, 1.83], [-0.60, 1.79, 0.60], [-3.14, 0.83, -0.17], [-0.95, -1.02, -0.63], [-1.11, 0.41, -1.47], [1.14, 0.53, -1.90], [1.40, 0.91, -0.29], [1.18, -2.02, -1.06], [2.14, -1.31, 0.24], [3.57, -0.58, -1.04]], "mulliken_charge": [-0.549, 0.169, -0.182, -0.469, -1.005, -0.462, -0.590, -0.567, 0.243, 0.235, 0.292, 0.336, 0.530, 0.351, 0.475, 0.263, 0.333, 0.272, 0.325], "lumo_energy_ev": 0.9, "e_tot_ev": -10947.4290, "orbital_gap_ev": 10.3, "homo_energy_ev": -9.4, "smiles": "N[C@H](C=O)CCCO", "de_lowest_kj_mol": 177.3, "molar_mass_g_mol": 117.15}